[1]
38
Properties=species:S:1:pos:R:3 method="wB97M-V/def2-TZVPD" s_squared=12.010 charge=+1 e_homo_ha="-0.4687 / -0.4518" orbital_gap_ev="8.48 / 2.85" e_tot_ha=-1946.14621 largest_force_ev_per_a=3.622 multiplicity=7 lumo_energy_ev="-4.2737 / -9.4461"
Fe -0.06 -0.55 3.21
F 0.38 -0.66 1.20
C -2.01 -2.71 -2.83
C -0.91 -2.38 -1.82
C 0.50 -2.67 -2.42
O -1.08 -1.06 -1.22
H -3.00 -2.69 -2.37
H -1.74 -3.64 -3.31
H -2.03 -1.93 -3.59
H -1.04 -3.12 -1.03
H 0.70 -3.74 -2.41
H 1.20 -2.09 -1.82
H 0.58 -2.39 -3.47
H -0.50 -1.05 -0.46
C -3.54 1.27 2.22
C -2.08 1.30 1.81
C -1.69 2.67 1.32
O -1.42 1.05 3.03
H -4.15 1.44 1.33
H -3.72 2.10 2.90
H -3.82 0.31 2.67
H -1.86 0.58 1.02
H -2.30 2.92 0.46
H -0.64 2.67 1.03
H -1.96 3.45 2.03
H -1.63 1.79 3.60
C 2.24 1.62 -0.46
C 3.27 0.54 -0.54
C 4.30 0.58 0.59
O 2.65 -0.74 -0.50
H 1.74 1.62 0.51
H 1.45 1.53 -1.20
H 2.79 2.55 -0.57
H 3.75 0.54 -1.52
H 4.95 1.46 0.53
H 4.97 -0.26 0.45
H 3.81 0.40 1.54
H 1.89 -0.71 0.08

---

[2]
23
Properties=species:S:1:pos:R:3 method="wB97M-V/def2-TZVPD" relative_energy_ev=1.774 e_homo_ha=-0.3392 orbital_gap_ev=10.19 e_tot_ha=-367.56610 largest_force_ev_per_a=1.462 lumo_energy_ev=0.9609
C 1.74 1.67 0.68
N 0.89 0.58 1.11
C -0.50 0.66 0.57
C -0.80 -0.20 -0.69
C 0.39 -0.87 -1.41
C -0.12 -2.07 -2.23
C -1.42 0.20 1.71
O -1.10 0.75 2.98
H 1.89 1.80 -0.40
H 2.68 1.62 1.23
H 1.34 2.63 1.05
H 1.24 -0.27 0.68
H -0.72 1.71 0.43
H -1.31 0.44 -1.41
H -1.45 -1.02 -0.37
H 1.16 -1.24 -0.77
H 0.81 -0.19 -2.14
H -0.53 -2.85 -1.58
H -0.80 -1.73 -3.00
H 0.74 -2.51 -2.74
H -2.44 0.58 1.59
H -1.45 -0.90 1.77
H -0.26 1.22 2.94

---

[3]
15
Properties=species:S:1:pos:R:3 method="wB97M-V/def2-TZVPD" relative_energy_ev=1.419 e_homo_ha=-0.3480 orbital_gap_ev=10.19 e_tot_ha=-324.92047 largest_force_ev_per_a=4.975 lumo_energy_ev=0.7210
C 1.29 0.11 0.58
C 0.48 0.86 -0.36
N -0.92 0.89 -0.13
C -1.49 0.45 1.13
O 0.82 1.38 -1.39
H 2.09 -0.05 -0.08
H 1.74 0.77 1.42
H 0.97 -0.84 0.92
H -1.47 1.33 -0.90
H -1.29 1.22 2.02
H -1.03 -0.49 1.53
H -2.63 0.43 1.13
H -0.34 -1.97 -0.36
H 0.49 -3.18 -0.86
O -0.04 -2.88 -0.11

---

[4]
21
Properties=species:S:1:pos:R:3 method="wB97M-V/def2-TZVPD" relative_energy_ev=4.129 e_homo_ha="-0.3429 / -0.2772" orbital_gap_ev="8.54 / 6.75" e_tot_ha=-5673.18972 largest_force_ev_per_a=4.377 lumo_energy_ev="-0.7929 / -0.7907"
C -2.93 0.46 0.64
C -1.66 0.84 0.39
C -3.85 1.52 0.94
C 2.44 -1.07 -0.66
C 1.52 -0.23 0.36
C 3.84 -1.31 -0.20
Si -0.34 -0.31 -0.10
Br 4.70 0.41 -0.28
Br -0.98 -2.50 0.17
H -3.30 -0.61 0.61
H -1.67 1.90 0.60
H -3.82 1.68 2.03
H -4.94 1.57 0.61
H -3.44 2.51 0.53
H 1.86 -1.93 -0.99
H 2.30 -0.39 -1.50
H 1.80 -0.55 1.49
H 1.67 0.81 0.40
H 4.48 -1.86 -0.95
H 3.93 -1.78 0.74
H 0.49 0.87 -2.51

---

[5]
13
Properties=species:S:1:pos:R:3 method="wB97M-V/def2-TZVPD" relative_energy_ev=3.893 e_homo_ha=-0.3115 orbital_gap_ev=9.26 e_tot_ha=-390.97535 largest_force_ev_per_a=5.235 lumo_energy_ev=0.7841
C 1.33 -1.05 -0.11
C -0.31 1.67 -0.12
C -1.84 -0.15 0.20
H 0.13 -2.56 -0.07
H 1.97 -1.88 -0.20
H 1.61 2.10 -0.01
H -0.35 2.71 -0.42
H -2.85 -0.39 0.53
N 0.10 -1.59 -0.10
N 1.80 0.13 0.18
N 1.06 1.28 0.19
N -1.46 1.05 -0.13
N -1.19 -1.32 0.06

---

[6]
61
Properties=species:S:1:pos:R:3 method="wB97M-V/def2-TZVPD" relative_energy_ev=0.000 charge=+3 e_homo_ha="-0.5513 / -0.5142" orbital_gap_ev="3.97 / 2.04" e_tot_ha=-2242.85175 largest_force_ev_per_a=6.719 lumo_energy_ev="-11.0314 / -11.9547"
Y 0.25 -0.17 2.03
P -1.54 2.00 1.89
P -1.97 -1.45 2.94
P 1.73 1.28 0.33
H -1.05 -2.09 0.15
C 0.00 -1.75 0.13
C 0.96 -2.21 1.00
H 0.75 -2.90 1.84
C -2.64 2.08 0.42
C -2.72 2.18 3.28
C -0.77 3.66 1.89
C -1.59 -3.24 2.93
C -2.57 -1.20 4.63
C -3.43 -1.30 1.87
C 3.03 0.18 -0.33
C 2.67 2.66 1.09
C 0.87 1.92 -1.12
H 0.23 -1.14 -0.77
H 2.03 -1.93 0.92
H -3.29 2.97 0.45
H -3.28 1.18 0.36
H -2.04 2.12 -0.50
H -3.30 3.11 3.17
H -2.16 2.23 4.23
H -3.43 1.34 3.35
H -1.55 4.45 1.92
H -0.15 3.83 1.00
H -0.14 3.77 2.78
H -2.46 -3.79 3.31
H -0.72 -3.44 3.58
H -1.34 -3.58 1.91
H -3.57 -1.62 4.73
H -2.60 -0.12 4.85
H -1.88 -1.69 5.34
H -4.14 -2.07 2.19
H -3.15 -1.47 0.82
H -3.89 -0.31 1.95
H 3.70 0.69 -1.02
H 2.57 -0.67 -0.86
H 3.62 -0.25 0.50
H 3.28 3.18 0.33
H 3.33 2.27 1.89
H 1.98 3.39 1.56
H 1.56 2.31 -1.86
H 0.15 2.70 -0.86
H 0.29 1.12 -1.59
C 2.32 -0.70 -5.26
C 1.58 -0.45 -6.43
C 1.42 -1.45 -7.38
C 1.99 -2.71 -7.18
C 2.74 -2.97 -6.03
C 2.90 -1.97 -5.07
S 2.52 0.52 -4.02
H 1.82 1.52 -4.59
H 1.15 0.55 -6.56
H 0.85 -1.25 -8.28
H 1.87 -3.50 -7.93
H 3.19 -3.94 -5.86
H 3.48 -2.14 -4.15
O 0.25 0.18 5.64
C 0.30 0.10 4.49

---

[7]
99
Properties=species:S:1:pos:R:3 method="wB97M-V/def2-TZVPD" relative_energy_ev=0.786 e_homo_ha=-0.2644 orbital_gap_ev=6.68 e_tot_ha=-4003.82025 largest_force_ev_per_a=2.650 lumo_energy_ev=-0.5130
Sc 1.47 -0.80 -0.04
C 1.98 0.47 4.37
C 2.19 0.00 3.00
N 1.25 -0.34 2.24
N -0.01 -0.22 2.70
C -0.88 -0.59 1.75
O -0.50 -0.91 0.56
C -2.30 -0.63 2.04
C -2.76 -0.11 3.25
C -4.13 0.03 3.43
C -5.05 -0.45 2.49
C -4.61 -1.11 1.37
C -3.22 -1.16 1.12
C 3.53 -0.01 2.40
C 4.74 0.06 3.08
C 5.93 0.06 2.37
C 5.90 -0.02 0.95
C 4.63 -0.09 0.38
N 3.49 -0.05 1.03
H 1.81 1.54 4.27
H 1.05 0.14 4.78
H 2.80 0.28 5.04
H -2.08 0.23 3.97
H -4.56 0.53 4.32
H -6.09 -0.29 2.71
H -5.34 -1.58 0.69
H -2.90 -1.56 0.17
H 4.76 0.02 4.16
H 6.84 -0.12 2.90
H 6.74 -0.07 0.28
H 4.56 -0.21 -0.69
N 1.11 -3.20 0.60
C 2.27 -3.43 1.40
C 2.16 -3.66 2.73
C 3.26 -3.73 3.56
C 4.53 -3.66 3.02
C 4.65 -3.47 1.66
C 3.55 -3.34 0.80
C 3.73 -3.08 -0.69
C 4.77 -3.74 -1.32
C 5.07 -3.39 -2.65
C 4.22 -2.52 -3.33
C 3.18 -1.87 -2.71
C 2.93 -2.12 -1.34
H 1.19 -3.64 -0.29
H 0.27 -3.37 1.17
H 1.20 -3.91 3.12
H 3.08 -3.90 4.63
H 5.45 -3.75 3.57
H 5.68 -3.41 1.27
H 5.38 -4.51 -0.85
H 5.88 -3.95 -3.13
H 4.38 -2.39 -4.42
H 2.71 -1.10 -3.29
S 0.09 -4.92 -1.81
C -0.81 -3.62 -2.23
N -0.31 -2.39 -2.46
C -1.28 -1.32 -2.76
C -2.56 -1.99 -3.27
S -2.58 -3.58 -2.42
H 0.68 -2.20 -2.49
H -0.92 -0.58 -3.40
H -1.62 -0.77 -1.87
H -2.46 -2.25 -4.32
H -3.43 -1.37 -3.13
C -6.47 2.32 -1.68
N -5.34 3.21 -1.87
C -4.87 3.77 -0.60
C -4.42 3.07 -2.92
S -4.30 1.61 -3.78
N -3.70 4.19 -3.28
C -3.97 5.55 -2.83
C -2.45 4.05 -4.08
H -7.14 2.77 -0.96
H -6.05 1.42 -1.27
H -6.99 2.04 -2.64
H -4.74 2.91 0.05
H -5.67 4.41 -0.11
H -3.92 4.27 -0.71
H -4.88 5.58 -2.24
H -4.03 6.13 -3.76
H -3.18 5.90 -2.19
H -1.60 3.99 -3.46
H -2.48 5.01 -4.62
H -2.51 3.16 -4.75
C 1.30 0.93 -1.46
C 0.68 1.75 -0.41
C -0.72 1.91 -0.37
C -1.30 2.59 0.68
C -0.49 3.15 1.70
C 0.89 3.07 1.68
C 1.47 2.39 0.63
H 2.29 1.24 -1.85
H 0.63 0.81 -2.32
H -1.40 1.55 -1.15
H -2.34 2.76 0.76
H -1.03 3.66 2.45
H 1.46 3.55 2.45
H 2.56 2.35 0.47

---

[8]
24
Properties=species:S:1:pos:R:3 method="wB97M-V/def2-TZVPD" relative_energy_ev=2.969 e_homo_ha="-0.2697 / -0.2697" orbital_gap_ev="6.14 / 6.14" e_tot_ha=-1781.25010 largest_force_ev_per_a=3.117 lumo_energy_ev="-1.1953 / -1.1951"
C 2.03 0.17 0.10
C 2.23 -2.01 0.04
C 0.94 -3.83 0.99
C 1.50 1.50 0.29
C -1.34 2.92 0.28
C -3.16 0.37 -1.14
C -1.15 1.47 0.47
N 1.39 -1.07 0.10
N 3.38 0.18 -0.02
N 1.98 -3.33 0.24
O -0.04 -3.26 1.29
O -0.83 1.09 -2.05
S 2.02 3.00 0.32
S 3.93 -1.31 -0.26
S -1.29 0.35 -0.89
H 1.19 -4.81 1.39
H -1.96 3.19 -0.55
H -1.73 3.41 1.10
H -0.41 3.42 0.04
H -3.59 -0.62 -0.85
H -3.35 0.54 -2.17
H -3.52 1.29 -0.63
H -1.03 1.16 1.45
H 2.82 -3.79 0.45

---

[9]
82
Properties=species:S:1:pos:R:3 method="wB97M-V/def2-TZVPD" relative_energy_ev=0.000 s_squared=2.025 charge=-2 e_homo_ha="0.0175 / -0.0910" orbital_gap_ev="4.13 / 7.08" e_tot_ha=-2929.66332 largest_force_ev_per_a=0.653 multiplicity=3 lumo_energy_ev="4.6020 / 4.6002"
Ti -1.30 -0.05 -0.01
C 2.40 0.85 -1.94
N 2.90 0.45 -0.63
C 3.88 -0.60 -0.72
C 4.01 -1.49 0.52
C 2.89 -2.52 0.69
N 1.72 -1.98 1.36
C 1.30 -2.60 2.38
C 0.15 -2.28 3.22
C 0.15 -2.86 4.50
C -0.86 -2.66 5.41
C -1.95 -1.87 5.04
C -2.00 -1.30 3.79
C -0.97 -1.49 2.84
O -1.11 -0.95 1.67
C 3.33 1.61 0.13
C 2.98 1.63 1.62
C 1.53 1.22 1.95
N 0.57 1.58 0.91
C 0.37 2.82 0.73
C -0.47 3.42 -0.30
C -0.68 4.80 -0.32
C -1.48 5.39 -1.28
C -2.09 4.59 -2.24
C -1.90 3.23 -2.26
C -1.08 2.61 -1.29
O -0.86 1.33 -1.30
H 3.18 1.33 -2.55
H 1.56 1.54 -1.81
H 2.00 -0.01 -2.47
H 4.88 -0.19 -0.98
H 3.58 -1.24 -1.55
H 4.08 -0.89 1.42
H 4.96 -2.04 0.43
H 3.28 -3.39 1.24
H 2.58 -2.87 -0.30
H 1.86 -3.49 2.73
H 0.99 -3.49 4.76
H -0.82 -3.12 6.39
H -2.76 -1.69 5.74
H -2.84 -0.69 3.48
H 2.85 2.48 -0.32
H 4.42 1.77 0.02
H 3.15 2.66 1.96
H 3.65 1.00 2.21
H 1.26 1.68 2.91
H 1.49 0.14 2.06
H 0.86 3.56 1.39
H -0.22 5.40 0.46
H -1.65 6.46 -1.26
H -2.74 5.04 -2.98
H -2.38 2.59 -2.99
O -5.06 0.34 -1.45
C -4.05 0.37 -0.75
O -3.09 -0.50 -0.83
C -3.86 1.44 0.27
C -4.82 2.42 0.45
C -4.66 3.39 1.42
C -3.56 3.28 2.32
C -3.36 4.14 3.41
C -2.32 3.97 4.31
C -1.45 2.89 4.14
C -1.61 2.03 3.06
C -2.62 2.22 2.10
N -2.70 1.39 1.00
H -5.68 2.39 -0.21
H -5.39 4.18 1.57
H -4.07 4.95 3.55
H -2.19 4.65 5.14
H -0.66 2.71 4.85
H -0.95 1.18 2.93
O 0.23 -0.89 -3.10
C 0.09 -1.86 -2.37
C 0.50 -3.26 -2.83
C 0.16 -4.14 -1.65
C -0.45 -3.17 -0.63
O -0.93 -3.58 0.41
N -0.40 -1.87 -1.09
H 1.55 -3.24 -3.10
H -0.06 -3.50 -3.74
H 1.03 -4.62 -1.19
H -0.57 -4.92 -1.86

---

[10]
14
Properties=species:S:1:pos:R:3 method="wB97M-V/def2-TZVPD" relative_energy_ev=1.130 e_homo_ha=-0.3573 orbital_gap_ev=10.77 e_tot_ha=-270.51638 largest_force_ev_per_a=0.394 lumo_energy_ev=1.0449
C -1.33 -0.82 -0.49
C -0.48 0.43 -0.59
C -0.12 1.23 0.61
C 0.96 0.47 -0.13
C 1.57 -0.72 0.52
O 2.69 -1.11 0.31
H -1.28 -1.27 0.51
H -2.38 -0.58 -0.68
H -1.02 -1.57 -1.22
H -0.65 1.00 -1.50
H -0.42 0.84 1.59
H -0.10 2.31 0.56
H 1.66 1.04 -0.73
H 0.91 -1.26 1.24

---

[11]
83
Properties=species:S:1:pos:R:3 method="wB97M-V/def2-TZVPD" relative_energy_ev=0.502 s_squared=0.787 charge=-1 e_homo_ha="-0.0921 / -0.1050" orbital_gap_ev="4.50 / 4.85" e_tot_ha=-3633.29104 largest_force_ev_per_a=1.103 multiplicity=2 lumo_energy_ev="1.9981 / 1.9980"
Ti 0.08 0.06 1.37
N 1.25 1.27 -0.30
C 2.05 0.65 -1.36
C 3.33 0.05 -0.79
N 3.00 -0.84 0.31
H 0.53 1.85 -0.72
H 1.84 1.91 0.23
H 2.32 1.37 -2.14
H 1.45 -0.14 -1.81
H 3.96 0.86 -0.40
H 3.88 -0.43 -1.61
H 3.82 -1.16 0.80
H 2.47 -1.64 -0.01
O -2.89 2.47 0.00
C -2.58 1.29 0.56
O -1.24 1.46 0.85
C -3.43 0.22 0.77
C -4.68 0.22 0.09
C -5.57 -0.82 0.24
C -5.26 -1.90 1.07
C -4.06 -1.89 1.78
C -3.14 -0.86 1.67
S -1.76 -0.82 2.76
H -4.90 1.06 -0.55
H -6.51 -0.80 -0.30
H -5.96 -2.72 1.19
H -3.83 -2.70 2.47
N 1.92 -3.21 3.43
C 1.10 -2.86 2.45
N 1.07 -1.55 2.36
C 1.91 -1.12 3.37
N 2.46 -2.12 4.05
C 2.01 0.28 3.53
C 2.84 0.94 4.42
N 2.92 2.25 4.56
C 2.06 2.94 3.73
C 1.22 2.36 2.85
N 1.13 0.98 2.68
H 2.14 -4.13 3.76
H 0.55 -3.56 1.83
H 3.48 0.34 5.06
H 2.08 4.02 3.84
H 0.54 2.96 2.26
C 2.33 -8.34 -4.88
C 1.24 -8.03 -3.89
O 1.25 -8.39 -2.74
S -0.13 -7.07 -4.61
C -0.24 -5.71 -3.46
C -0.23 -4.43 -3.99
C -0.26 -3.33 -3.15
C -0.29 -3.48 -1.76
C -0.34 -4.79 -1.25
C -0.33 -5.89 -2.08
C -0.24 -2.35 -0.89
C -0.20 -1.38 -0.15
H 3.10 -8.95 -4.41
H 2.75 -7.40 -5.25
H 1.90 -8.87 -5.74
H -0.19 -4.30 -5.06
H -0.25 -2.33 -3.57
H -0.42 -4.93 -0.18
H -0.38 -6.89 -1.67
C -0.90 5.44 -1.91
C -0.35 4.70 -0.70
C 1.17 4.80 -0.72
O -0.71 3.33 -0.81
B -1.50 2.94 0.32
O -1.33 3.93 1.32
C -0.99 5.16 0.68
C -2.28 5.96 0.51
C -0.05 5.92 1.59
H -0.41 5.05 -2.81
H -0.70 6.51 -1.85
H -1.97 5.28 -2.01
H 1.54 4.36 -1.65
H 1.62 4.25 0.11
H 1.50 5.84 -0.67
H -3.01 5.40 -0.07
H -2.10 6.93 0.03
H -2.71 6.13 1.50
H 0.85 5.35 1.83
H -0.57 6.13 2.53
H 0.25 6.87 1.13

---

[12]
23
Properties=species:S:1:pos:R:3 method="wB97M-V/def2-TZVPD" relative_energy_ev=6.663 charge=+1 e_homo_ha=-0.4590 orbital_gap_ev=4.34 e_tot_ha=-458.08665 largest_force_ev_per_a=4.106 lumo_energy_ev=-8.1517
N -2.16 -2.16 1.60
C 1.25 0.78 0.56
C 2.37 -0.16 0.24
O 2.35 -1.23 -0.81
C 1.10 1.99 -0.28
N -0.35 2.28 -0.73
H -1.97 -1.98 2.58
H -2.46 -3.20 1.54
H -1.25 -2.03 1.07
H 1.16 0.85 1.66
H 2.61 -0.83 1.04
H 3.29 0.35 0.01
H 2.83 -1.02 -1.64
H 1.53 2.81 0.27
H 1.70 1.82 -1.17
H -0.51 3.24 -0.36
H -0.78 1.44 -0.20
H -3.70 0.84 -0.07
H -2.97 0.26 1.13
O -2.79 0.64 0.24
H 0.12 -0.95 -0.98
H -0.90 -1.66 -1.90
O -0.73 -1.46 -0.95